[1]
Molecular formula: C8H17BF4IO3S
Method: DFT, ωB97M-V/def2-TZVPD

Last column: Löwdin charge in e.
Geometry (Å):
C -1.44719 3.62879 -1.58332  -0.09
C -0.71769 2.28680 -1.63278  -0.42
C -1.16370 1.49057 -2.86332  -0.07
C -0.96610 1.52057 -0.32606  -0.19
C -0.01045 0.34857 -0.17274  -0.18
O 0.01274 -0.22075 1.17995  -0.36
S -1.38380 -0.31181 1.95846  0.91
O -2.18436 -1.33680 1.29914  -0.40
O -0.75801 -0.98346 3.29373  -0.36
C -0.55328 -2.40050 3.31468  -0.33
C 0.64859 -2.88023 2.51840  -0.76
C 0.67372 -4.40291 2.40416  -0.16
I 2.45413 -2.14092 3.41971  0.83
H -1.40025 4.13573 -2.55003  0.07
H -2.50419 3.48639 -1.33452  0.07
H -1.01304 4.29389 -0.83302  0.07
H 0.35543 2.47396 -1.71156  0.13
H -0.97918 0.42306 -2.75538  0.07
H -0.61273 1.81358 -3.74616  0.08
H -2.23439 1.63485 -3.04589  0.07
H -2.01254 1.19085 -0.30716  0.11
H -0.81528 2.19908 0.52048  0.12
H 1.01056 0.67310 -0.35303  0.11
H -0.23409 -0.46815 -0.85726  0.12
H -1.44702 -2.89533 2.92572  0.11
H -0.44111 -2.64356 4.37120  0.12
H 0.65550 -2.40906 1.54110  0.06
H 1.26389 -4.87070 3.19040  0.05
H 1.08970 -4.70655 1.44479  0.08
H -0.34161 -4.80328 2.46996  0.07
B 3.02603 1.17147 -2.36236  -1.24
F 3.46417 2.14083 -3.27611  0.08
F 1.78950 0.63114 -2.80514  0.08
F 3.97258 0.14967 -2.23795  0.09
F 2.80348 1.78113 -1.09808  0.06

Output
charge = -1
spin multiplicity = 1
orbital gap = 9.58 eV
HOMO = -7.18 eV
E_LUMO = 2.41 eV

---

[2]
Molecular formula: C8H17GaNO3S
Method: DFT, ωB97M-V/def2-TZVPD

Last column: Löwdin charge in e.
Geometry (Å):
C 0.89430 -1.26228 2.41871  -0.06
C 1.51053 -2.00709 1.23079  -0.27
O 0.69518 -1.91018 0.07908  -0.14
C 1.43407 -1.79515 -1.10913  -0.20
C 2.04584 -0.42679 -1.37597  -0.21
O 1.08582 0.58410 -1.53631  -0.10
C 1.47939 1.84339 -1.04392  -0.19
C 0.49380 2.42451 -0.01295  -0.24
O -0.83744 2.08712 -0.29906  -0.23
C -1.28994 0.99290 0.56225  -0.31
Ga -3.03971 0.13186 -0.04595  0.33
N -4.34881 1.43667 -0.79819  -0.03
C -5.27213 0.89073 -1.28665  -1.01
S -6.52293 0.09480 -1.94427  0.45
H 1.11651 -1.75910 3.35708  0.07
H -0.17237 -1.17195 2.23960  0.07
H 1.26349 -0.23905 2.44486  0.06
H 1.60427 -3.05483 1.53178  0.11
H 2.49469 -1.58875 1.01670  0.10
H 2.18499 -2.58749 -1.20310  0.12
H 0.72474 -1.96898 -1.91809  0.13
H 2.58532 -0.53039 -2.32997  0.12
H 2.80796 -0.21518 -0.61923  0.11
H 2.49153 1.86151 -0.63212  0.11
H 1.47433 2.54017 -1.88927  0.12
H 0.56227 3.51603 0.02859  0.12
H 0.80378 2.05640 0.97021  0.10
H -1.33143 1.39721 1.58069  0.05
H -0.53152 0.22109 0.47884  0.01
H -2.70372 -0.98988 -1.14348  -0.08
H -3.70284 -0.57140 1.24850  -0.10

Output
charge = -1
spin multiplicity = 1
orbital gap = 7.83 eV
HOMO = -4.83 eV
E_LUMO = 2.99 eV

---

[3]
Molecular formula: C8H17IN
Method: DFT, ωB97M-V/def2-TZVPD

Last column: Löwdin charge in e.
Geometry (Å):
C -2.25524 0.48961 1.58390  -0.12
C -1.19683 -0.21355 2.31166  -0.27
C -0.04130 -0.68525 1.46588  -0.13
C 0.41210 0.50648 0.58783  -0.26
C 1.32883 1.40043 1.32852  -0.02
C 0.21449 0.73267 -0.73569  -0.23
C -0.54694 -0.12165 -1.60937  -0.61
I -2.21673 1.06597 -2.45410  0.87
N 0.35600 -0.59842 -2.86699  -0.01
C 1.54992 -1.27510 -2.40588  -0.05
H -1.81661 1.41190 1.08905  0.09
H -2.71013 -0.12946 0.72414  0.09
H -3.10028 0.94080 2.17001  0.10
H -1.49133 -1.06174 2.92100  0.13
H -0.80804 0.49044 3.01493  0.10
H 0.74484 -0.92469 2.11771  0.11
H -0.34032 -1.43207 0.86808  0.07
H 1.56893 2.36544 0.91764  0.09
H 0.74800 1.40558 2.24176  0.08
H 2.23614 0.79733 1.46698  0.11
H 0.57892 1.64171 -1.12604  0.10
H -0.75957 -1.03885 -1.11077  0.09
H -0.21427 -1.20228 -3.40391  0.14
H 0.80614 0.18519 -3.32599  0.16
H 2.30798 -0.49821 -2.15702  0.12
H 1.40981 -2.05947 -1.58560  0.14
H 1.93545 -1.97939 -3.16315  0.11

Output
charge = +1
spin multiplicity = 1
orbital gap = 9.09 eV
HOMO = -12.75 eV
E_LUMO = -3.66 eV

---

[4]
Molecular formula: C8H17ISi
Method: DFT, ωB97M-V/def2-TZVPD

Last column: Löwdin charge in e.
Geometry (Å):
C 2.03444 2.44989 -0.42092  -0.18
C 0.96149 2.27787 0.33979  -0.26
C 3.30266 3.19272 0.04613  -0.10
C -2.49073 -2.63099 -2.13420  -0.12
C -0.00403 -0.86552 2.64264  -0.26
C -0.22986 1.43329 0.09609  -0.19
C -1.73790 -1.42810 -1.42505  -0.28
C -1.42427 -1.79847 0.13666  -0.30
Si 0.11040 -0.83551 0.78746  0.18
I 2.23449 -1.53445 0.00836  0.53
H 1.99972 2.07630 -1.42716  0.09
H 0.95740 2.55057 1.42734  0.12
H 3.74187 2.72333 0.93494  0.07
H 4.14394 3.20071 -0.66148  0.07
H 3.09388 4.17871 0.27866  0.03
H -2.59185 -2.44417 -3.28320  0.10
H -1.94294 -3.51912 -2.06153  0.03
H -3.51786 -2.49004 -1.74145  0.07
H 0.82476 -1.46384 3.07108  0.02
H -0.18691 -0.02681 3.23958  0.00
H -0.81157 -1.63309 2.88273  0.05
H -0.35790 1.27170 -0.96269  0.03
H -1.15478 1.66852 0.60129  0.04
H -0.88524 -1.12758 -1.97070  0.06
H -2.55580 -0.71778 -1.42049  0.08
H -1.19987 -2.83563 0.22753  0.04
H -2.31356 -1.67249 0.78860  0.08

Output
spin multiplicity = 1
orbital gap = 8.44 eV
HOMO = -7.91 eV
E_LUMO = 0.53 eV

---

[5]
Molecular formula: C8H17MgO3P2
Method: DFT, ωB97M-V/def2-TZVPD

Last column: Löwdin charge in e.
Geometry (Å):
C 0.13704 0.82199 -3.14481  -0.23
C -0.08856 0.07783 -4.25596  -0.31
C -0.42540 -1.29612 -4.30025  -0.17
C -0.51330 -2.15509 -3.18101  -0.29
C -0.38297 -1.79511 -1.88256  -0.16
Mg -0.21133 0.09833 -1.22854  0.35
P -0.03064 2.51060 -0.43338  0.75
H 0.47306 1.87070 -3.23325  -0.05
H -0.00149 0.57000 -5.23163  0.06
H -0.56419 -1.74754 -5.28926  0.07
H -0.38321 -2.55776 -1.09120  0.00
H -0.71887 -3.20294 -3.41061  0.06
H -1.14115 3.03865 0.29761  -0.11
H 0.10268 3.49389 -1.45216  -0.12
H 1.06002 2.85201 0.43565  -0.10
C -1.14218 1.79186 2.64516  -0.26
O -1.77910 0.94039 1.68260  -0.53
P -0.95398 -0.55606 1.44020  0.84
O -0.84083 -1.11385 2.91527  -0.42
C 0.22747 -0.76506 3.83235  -0.14
O 0.44197 -1.80028 0.92860  -0.53
C 1.78240 -1.35471 0.82318  -0.28
H -1.58119 2.76039 2.39570  0.05
H -0.05399 1.85519 2.47467  0.04
H -1.33882 1.49838 3.69186  0.07
H 1.01024 -0.19739 3.32177  0.06
H -0.14422 -0.17363 4.68851  0.07
H 0.60027 -1.73761 4.15541  0.08
H 1.89488 -0.27237 0.57338  0.04
H 2.25928 -1.52596 1.80936  0.05
H 2.30609 -1.92874 0.02330  0.08

Output
charge = -1
spin multiplicity = 1
orbital gap (alpha / beta) = 5.61 / 5.88 eV
HOMO (alpha / beta) = -2.76 / -2.87 eV
E_LUMO (alpha / beta) = 2.85 / 3.01 eV